Record 1
31
Properties=species:S:1:pos:R:3:forces:R:3 method="wB97M-V/def2-TZVPD" homo_lumo_gap_ev=8.649 charge=+1 e_above_lowest_ev=7.447
C 0.769083 -1.397372 -0.685645 -1.8 -2.3 -1.6
C -0.703979 -1.284096 -0.400520 -4.3 0.1 0.7
C -1.193622 1.068738 0.011745 -0.3 0.7 0.6
C 0.217957 1.382359 0.244603 1.4 1.6 -0.7
C 1.065994 -2.978989 -0.774053 0.0 1.4 0.0
C -1.150886 -1.397683 1.110941 0.6 -4.0 0.3
C -1.905693 2.311129 -0.505040 -0.6 -0.1 -2.6
C 0.807824 1.785147 1.566312 -1.9 4.3 -1.6
N 0.900402 1.458126 -0.847713 1.1 -0.2 -1.3
N 2.578655 -0.069337 0.121361 2.2 0.9 0.5
N 1.619183 -0.690956 0.194706 -1.4 -2.7 1.9
N -1.236102 -0.018388 -0.962637 0.1 1.0 1.0
O 2.204927 1.391583 -0.906488 1.0 1.0 0.5
O 3.636351 0.076909 0.596367 0.2 0.5 -0.5
H 0.801258 -0.837193 -1.595746 0.6 -0.4 -1.2
H -1.327643 -2.110007 -1.006158 1.9 1.7 1.4
H -1.535015 0.921733 1.062425 -0.6 -0.5 -0.9
H 1.476702 -3.162349 0.226168 0.2 -0.7 -0.5
H 1.773113 -3.135268 -1.609761 -0.2 -0.3 0.8
H 0.120514 -3.591811 -0.926320 1.3 1.0 0.2
H -0.854666 -0.679263 1.902443 -0.1 -0.3 -0.9
H -0.692202 -2.395926 1.429033 0.0 1.2 0.0
H -2.208842 -1.762070 1.237133 0.7 1.3 -0.4
H -1.526052 3.224452 -0.056800 -0.7 0.0 0.8
H -3.025939 2.069451 -0.459761 1.6 1.1 0.0
H -1.592180 2.538386 -1.610928 -0.8 -0.9 1.7
H 1.457426 2.714540 1.561715 0.0 -1.6 -0.6
H 1.170460 1.014296 2.106659 1.4 -2.5 1.8
H -0.032009 2.239826 2.118585 -0.1 -0.7 0.1
H 0.551720 1.322249 -1.808507 -1.0 -0.1 0.9
H -2.166738 -0.008228 -1.334127 -0.4 -0.8 -0.2

=====

Record 2
31
Properties=species:S:1:pos:R:3:forces:R:3 method="wB97M-V/def2-TZVPD" homo_lumo_gap_ev=8.554 charge=+1 e_above_lowest_ev=1.000
C -3.728433 -0.070440 0.299688 0.4 1.5 -1.3
C -3.768925 1.264217 0.576240 -2.7 0.8 2.3
C -2.520615 -0.372582 -0.374507 -0.1 0.1 -0.1
C -1.701392 0.722154 -0.494879 -0.2 -0.4 0.1
C -2.236803 -1.684541 -1.039130 -0.9 1.0 -2.8
C -0.283749 0.564561 -0.903220 -2.0 -1.6 0.1
C 2.596184 -1.157998 0.503884 1.2 1.8 -1.8
C 2.250346 1.330192 0.757002 0.3 -0.6 -2.5
N 1.762512 -2.274398 0.375037 -0.8 -2.2 1.3
N 1.539693 2.334452 1.264455 -2.4 1.8 0.6
N 1.664613 0.045643 0.640054 3.6 0.3 0.8
N 0.372470 -0.192185 0.254292 0.8 -0.1 -1.3
S -2.429892 2.205352 0.157038 0.8 -1.7 -0.4
S 2.741604 2.197114 -1.465001 -0.4 -0.7 1.6
H -4.624190 -0.628781 0.178311 -0.5 -0.7 0.7
H -4.632416 1.733607 1.164881 1.4 -0.5 -1.3
H -2.434444 -2.539611 -0.441583 -0.2 -0.7 0.5
H -2.920036 -1.728790 -2.038078 1.6 -0.1 2.3
H -1.194916 -1.689856 -1.387417 -0.4 -0.5 0.0
H -0.129149 -0.144486 -1.708159 -0.3 0.3 -0.4
H 0.029431 1.483613 -1.259618 2.0 1.7 0.2
H 3.242867 -1.139983 -0.435997 -0.8 0.5 1.0
H 3.278733 -1.175111 1.348050 -0.1 0.3 0.3
H 3.299674 1.310650 1.032798 -0.3 -0.4 0.1
H 1.438984 -2.547473 1.320920 0.0 0.0 -0.7
H 2.293786 -3.091568 0.062582 -0.4 0.4 -0.3
H 0.632415 2.619566 0.777751 2.0 -0.5 1.1
H 2.080689 3.111953 1.661664 -0.6 -0.5 -0.5
H -0.199075 -0.240164 1.070619 -1.2 0.5 0.7
H 0.493721 -1.217960 -0.066838 -0.4 0.4 0.3
H 3.086315 0.972859 -1.830845 0.2 -0.4 -0.5

=====

Record 3
38
Properties=species:S:1:pos:R:3:forces:R:3 method="wB97M-V/def2-TZVPD" homo_lumo_gap_ev=9.027
Pb 0.447413 -0.059254 -1.216234 -0.1 0.2 0.1
O 2.014595 -1.968476 1.682181 0.0 0.1 0.0
S 1.767247 -0.606319 1.285261 0.2 -0.1 0.2
O 2.152667 0.421181 2.214834 -0.1 0.1 0.0
O 2.366960 -0.304887 -0.099648 0.0 0.0 -0.2
O 0.256142 -0.475380 0.943827 -0.2 0.1 0.0
N -1.167679 -2.974632 1.692664 0.0 0.2 0.0
C -2.210034 -1.949021 1.745130 0.1 -0.2 -0.1
C -2.252862 -1.215393 0.413063 0.3 0.0 0.0
O -2.718335 -0.124328 0.221120 0.0 0.1 0.0
O -1.671777 -1.905897 -0.590280 -0.1 -0.2 0.1
H -0.252856 -2.564444 1.874580 0.0 0.0 -0.1
H -1.312583 -2.717168 -0.138586 0.0 0.1 0.0
H -1.318761 -3.699825 2.378789 -0.1 -0.1 0.0
H -2.092403 -1.212805 2.539152 0.0 0.1 0.0
H -3.182680 -2.431887 1.853335 0.0 0.0 0.1
C -0.316159 2.419316 1.006738 -0.1 0.0 -0.1
N -0.461083 3.805591 1.413175 0.0 0.0 0.0
C -1.445143 4.462741 0.557946 0.1 -0.1 -0.1
N -1.040801 4.420071 -0.853698 0.0 0.0 0.0
C -0.900518 3.030994 -1.248432 0.0 0.0 0.0
N 0.123912 2.322010 -0.435452 0.0 -0.1 0.2
C 1.416738 3.055851 -0.553825 0.0 0.0 0.1
N 1.284452 4.441031 -0.143031 0.0 0.0 0.0
C 0.831688 4.473862 1.255661 0.0 -0.1 -0.1
C 0.262910 5.080328 -0.975035 0.0 0.0 0.0
H -1.265824 1.893154 1.101684 0.0 0.0 0.0
H 0.423351 1.931471 1.630783 0.1 -0.1 0.0
H -1.549909 5.505395 0.859744 0.0 0.0 0.0
H -2.407744 3.961124 0.667505 0.0 0.0 0.0
H -0.612698 2.988142 -2.302537 0.0 0.0 0.0
H -1.852705 2.514527 -1.113245 0.0 0.0 0.0
H 1.746875 3.024281 -1.596270 0.0 0.0 0.0
H 2.149020 2.544800 0.073289 0.0 0.0 0.0
H 0.741824 5.513726 1.570056 0.0 0.0 0.0
H 1.568880 3.967118 1.878815 0.0 0.0 0.0
H 0.581448 5.053315 -2.019317 0.0 0.0 0.0
H 0.157930 6.121288 -0.668341 0.0 0.0 0.0

=====

Record 4
31
Properties=species:S:1:pos:R:3:forces:R:3 method="wB97M-V/def2-TZVPD" homo_lumo_gap_ev=9.876 e_above_lowest_ev=5.292
C 3.199735 1.367319 -0.105122 -0.9 -0.6 0.2
C 2.578570 -0.131355 -0.470816 1.4 1.0 0.4
N 1.755164 -0.550920 0.751840 0.3 -1.1 -2.2
C 0.492622 -1.287775 0.351275 1.1 -1.1 -0.2
O 0.551123 -2.473665 1.269468 -2.2 2.4 2.0
S -0.004325 -1.775039 2.762226 2.5 -0.4 7.7
O -0.671344 -2.807436 3.702529 0.9 3.1 -5.1
O 1.073148 -1.120607 3.691316 -3.3 -1.8 -4.7
O -0.905505 -0.451719 2.165376 0.9 -2.5 -0.9
C -0.978080 -0.659213 0.710963 -0.1 -0.7 -1.7
C -1.561453 0.624373 -0.124966 0.0 1.3 0.5
C -0.842865 2.071467 0.301169 -0.8 -0.8 -0.1
C -1.560615 0.453938 -1.755659 -1.1 0.3 0.1
C -2.885179 -0.436189 -2.213175 -0.3 0.2 -0.3
H 3.201290 2.007482 -1.085501 0.3 -1.0 2.1
H 2.479192 1.801760 0.736807 1.6 -0.7 -2.1
H 4.253812 1.258421 0.406147 -2.0 0.3 -1.3
H 3.534487 -0.830905 -0.613023 -2.3 1.2 0.1
H 1.939929 -0.145345 -1.452664 1.2 0.2 1.9
H 2.400084 -1.231950 1.252460 -1.7 1.0 -0.6
H 0.558001 -1.761635 -0.729782 -0.4 1.1 2.1
H -1.703294 -1.557941 0.523739 1.2 1.6 0.2
H -2.703052 0.752689 0.199285 2.4 -0.5 -0.7
H -1.329089 2.368874 1.338025 1.5 -0.5 -2.1
H 0.322551 1.953499 0.339534 -2.3 0.4 0.1
H -1.163128 2.865761 -0.512640 0.8 -1.6 1.8
H -0.552333 0.062553 -2.212041 -2.0 0.6 1.1
H -1.741825 1.536758 -2.205677 0.6 -2.3 1.0
H -3.310167 -1.101699 -1.328953 1.1 1.2 -1.9
H -3.789477 0.276110 -2.528381 2.1 -1.4 0.8
H -2.637980 -1.077612 -3.163757 -0.5 1.0 2.0

=====

Record 5
31
Properties=species:S:1:pos:R:3:forces:R:3 method="wB97M-V/def2-TZVPD" homo_lumo_gap_ev=7.418 charge=-1
C 1.202807 -1.774098 3.881650 0.2 -1.4 -1.3
C -0.627025 1.954836 -0.698275 -1.4 -3.4 0.7
C 0.358087 0.716241 -2.499465 2.0 -1.7 1.4
C -2.067755 0.697518 -2.252969 -1.6 -0.8 -2.1
C 1.929496 -1.207090 2.631967 1.4 0.8 2.1
C -0.622841 -0.578470 -0.649743 -1.4 -0.5 -0.5
C -0.786243 0.639033 -1.515325 1.2 1.4 -1.4
C 1.521705 -1.783080 1.301266 0.1 -2.0 -0.9
O -0.642782 -3.206933 -0.655454 -0.3 1.6 -0.3
O -1.265797 -2.306015 -2.853363 1.1 1.1 2.0
O 0.967971 -2.189868 -2.092571 0.5 0.6 -1.0
O 2.273725 -1.869573 0.295985 -1.4 0.8 1.9
O 0.356901 -2.405403 1.438345 1.1 0.9 -0.6
S -0.500516 -2.021878 -1.595308 -2.6 -2.7 -0.9
H 1.826161 -1.737548 4.753317 0.6 0.4 0.5
H 1.146055 -2.873956 3.637529 -0.9 1.1 0.7
H 0.277773 -1.240887 4.135452 0.0 -0.7 -0.4
H 0.017670 1.519345 0.007298 1.2 0.6 1.7
H -0.149370 2.626187 -1.299172 0.9 2.3 -1.2
H -1.575429 2.226293 -0.264941 -0.2 0.5 0.2
H 1.267524 0.519067 -1.832482 -0.6 1.1 -1.0
H 0.341068 1.658480 -3.002167 0.4 0.5 -0.6
H 0.457093 -0.152103 -3.149072 -0.5 0.3 -0.6
H -2.277582 -0.321725 -2.686503 0.1 1.2 0.1
H -2.826042 0.868263 -1.505453 -0.8 0.3 0.0
H -2.136895 1.477593 -3.104421 0.2 -1.0 1.4
H 3.013677 -1.300248 2.880069 -0.5 -0.5 -1.0
H 1.870323 -0.132961 2.746789 -0.5 0.6 -0.9
H -1.621351 -0.612139 -0.146042 0.7 -0.9 0.2
H 1.535586 -2.070985 -1.320228 0.8 0.1 1.0
H -0.073924 -2.701747 0.496293 0.3 -0.4 0.6

=====

Record 6
28
Properties=species:S:1:pos:R:3:forces:R:3 method="wB97M-V/def2-TZVPD" homo_lumo_gap_ev=7.642
C -0.565936 -2.207172 0.887713 0.0 0.2 -0.1
C -1.688397 -0.617820 -0.643961 0.2 0.0 0.0
C 0.545906 -1.573859 -1.236801 -0.1 0.0 0.1
C 1.432096 2.253958 1.192694 0.0 0.0 0.0
C 0.194396 2.021982 -0.954576 0.2 -0.1 -0.1
C 0.352904 0.068969 0.725598 0.0 -0.2 -0.2
C -0.325053 -1.051141 -0.095481 0.0 -0.1 0.1
C 1.031683 1.284939 0.081379 0.3 0.0 0.1
P 3.663445 -0.224965 0.645235 0.5 0.0 -0.6
S 5.306223 -0.818114 -0.194769 -0.6 0.2 0.3
S 2.604095 0.817124 -0.815476 0.2 -0.1 0.2
H 0.376865 -2.598159 1.264781 0.1 0.0 0.1
H -1.094494 -3.019239 0.394474 -0.1 -0.1 -0.1
H -1.164085 -1.876454 1.734071 -0.1 0.0 0.1
H -1.594398 0.111866 -1.440450 0.0 0.1 -0.1
H -2.303132 -0.192177 0.146334 -0.1 0.1 0.1
H -2.211238 -1.482271 -1.047676 -0.1 -0.1 -0.1
H 0.729081 -0.810088 -1.987625 0.1 0.0 -0.1
H 0.048808 -2.410933 -1.722355 -0.1 -0.1 -0.1
H 1.506040 -1.925927 -0.861647 0.1 0.0 -0.1
H 2.015964 1.748261 1.960555 0.0 0.0 0.1
H 2.026647 3.071451 0.789724 0.0 0.0 0.0
H 0.542321 2.674820 1.657842 -0.1 0.0 0.1
H 0.070282 1.430851 -1.856944 -0.1 0.0 -0.1
H 0.685625 2.952559 -1.231701 0.0 0.1 0.0
H -0.784620 2.255992 -0.542888 -0.1 0.0 0.0
H 1.108860 -0.409335 1.356887 -0.1 0.1 0.1
H -0.408437 0.471043 1.401023 0.0 0.0 0.1

=====

Record 7
32
Properties=species:S:1:pos:R:3:forces:R:3 method="wB97M-V/def2-TZVPD" homo_lumo_gap_ev=6.149 charge=-1 e_above_lowest_ev=0.113
Hg 4.106557 2.292164 -0.153479 0.3 0.6 1.0
C 1.014608 2.224445 -1.374828 -0.3 0.8 0.1
C 0.186689 1.450501 -0.355576 0.7 0.0 0.0
C 0.037984 0.032217 -0.815537 -0.7 0.0 -0.6
N -0.751321 -0.838407 0.119140 0.1 -0.4 0.4
C -0.085375 -0.852339 1.433923 0.2 -0.1 0.9
C -2.174566 -0.416191 0.288553 0.4 0.0 -0.9
C -2.912199 -1.677682 0.684661 0.0 0.4 -0.2
C -2.183560 -2.816471 -0.059356 0.2 0.1 1.2
C -0.801893 -2.256646 -0.407686 -0.4 0.6 -0.4
H 1.864260 1.703162 -1.814618 -0.1 -0.3 0.2
H 1.410812 3.076606 -0.821409 0.1 0.1 -0.3
H 0.398304 2.608697 -2.193504 0.0 -0.1 0.0
H -0.747048 1.997141 -0.198891 -0.2 -0.3 -0.1
H 0.725250 1.494278 0.593282 0.1 0.0 0.0
H 1.001715 -0.461866 -0.934282 0.2 0.2 0.1
H -0.507899 -0.015711 -1.766977 0.1 0.0 0.0
H 0.972945 -1.088585 1.321126 0.0 0.1 -0.1
H -0.562186 -1.588709 2.083235 -0.1 0.0 -0.1
H -0.179068 0.132079 1.877943 0.1 0.1 0.1
H -2.238958 0.403502 0.994562 0.0 0.1 0.0
H -2.436674 -0.066168 -0.713740 -0.4 0.0 0.2
H -2.831782 -1.798846 1.763355 -0.2 -0.1 0.0
H -3.954384 -1.553239 0.398322 -0.1 -0.3 0.2
H -2.017051 -3.624694 0.651150 -0.4 -0.3 -0.3
H -2.757134 -3.165122 -0.909444 0.2 -0.1 -0.2
H 0.021218 -2.757518 0.085206 0.1 -0.3 -0.4
H -0.682861 -2.186205 -1.485462 0.3 -0.2 0.0
Br 3.307385 -0.307336 0.469614 0.1 0.1 -0.4
Br 6.503357 2.195161 1.039020 -0.3 -0.1 -0.3
Br 2.310003 3.345099 1.823699 0.0 -0.2 -0.1
Br 3.962872 4.516682 -1.622003 0.0 -0.7 0.0

=====

Record 8
28
Properties=species:S:1:pos:R:3:forces:R:3 method="wB97M-V/def2-TZVPD" homo_lumo_gap_ev=7.183 e_above_lowest_ev=1.562
Br 0.342070 1.442602 3.338772 0.3 -0.4 2.7
C 1.439895 -2.125139 2.229174 -0.3 1.0 -0.7
C 1.497154 -0.975292 1.211121 -1.2 0.8 -0.8
C 0.034995 -0.706112 0.687565 -0.4 0.2 0.1
N -0.202917 0.581303 -0.192844 -0.4 -1.1 0.4
C 0.205775 1.840756 0.576901 0.1 -0.2 -2.6
C 0.492207 0.388222 -1.549474 0.5 3.3 1.0
C -0.492055 -0.248987 -2.408499 -1.0 -1.0 -0.6
C -1.872235 0.428100 -2.075009 0.8 -2.1 0.7
C -1.765301 0.760432 -0.551495 1.2 0.5 -1.6
H 0.969124 -1.651643 3.090721 0.1 -0.5 0.4
H 2.427273 -2.536351 2.439145 -0.1 0.1 0.1
H 0.799740 -2.900223 1.807803 0.0 -0.3 0.3
H 2.103198 -1.207896 0.335507 0.1 -0.2 -0.1
H 1.873397 -0.046688 1.640353 0.0 -0.2 0.3
H -0.773537 -0.659496 1.417097 0.7 0.5 0.8
H -0.302983 -1.609481 0.179827 0.2 0.2 -1.1
H 1.290262 1.916916 0.655640 -0.1 -0.4 0.2
H -0.252120 1.785990 1.564546 -0.2 0.4 -0.6
H -0.097683 2.674919 -0.055707 -0.2 0.1 0.0
H 0.671759 1.418751 -1.855862 -0.2 0.3 -0.2
H 1.517769 0.019735 -1.572628 -0.3 -0.8 0.9
H -0.195509 -0.187323 -3.455562 -0.2 0.1 0.0
H -0.395376 -1.295890 -2.120844 -0.9 -0.4 -0.3
H -2.094037 1.216876 -2.793847 0.2 0.4 0.6
H -2.686582 -0.295146 -2.118088 0.1 -0.1 -0.6
H -2.092323 1.798571 -0.492939 0.7 0.1 0.8
H -2.441958 0.172495 0.068627 0.7 -0.3 0.1